(1)
Below is 13 unconnected molecules or ions with the total composition C36H80F16N13O34S16, with properties calculated with wB97M-V/def2-TZVPD.

Positions of all 195 atoms, in Å:
1 C 7.46781 -6.15330 -0.02460
2 C 8.01241 -7.51834 0.39222
3 O 9.05996 -7.70553 0.90839
4 N 7.02669 -8.64627 0.12170
5 H 6.16460 -8.43668 0.60437
6 H 6.74406 -8.54409 -0.84255
7 C 7.52705 -10.14579 0.38400
8 H 7.21196 -6.25397 -1.07936
9 H 8.19845 -5.37656 0.20109
10 H 6.54884 -6.01484 0.54500
11 H 8.11829 -10.24294 1.29456
12 H 8.25079 -10.19965 -0.42925
13 H 6.64127 -10.77765 0.31877
14 C -0.34412 0.96333 -1.22307
15 C 0.50811 0.44902 0.05272
16 C 2.08017 0.39780 -0.28667
17 C 2.98615 -0.01366 0.83891
18 C 2.52223 0.53942 2.17743
19 C 1.47571 1.61968 2.27600
20 N 0.32223 1.37324 1.22604
21 O -0.74772 2.19084 1.26019
22 C 2.05325 3.12419 2.10449
23 C 0.82193 1.38193 3.71810
24 C 0.08403 -0.96361 0.54222
25 H -0.20620 0.36288 -2.12225
26 H -0.36290 2.02946 -1.44919
27 H -1.39134 0.83390 -0.94980
28 H 2.36092 1.44440 -0.40462
29 H 2.34817 -0.02175 -1.25633
30 H 4.05019 0.19109 0.72058
31 H 3.08075 -1.09348 0.95347
32 H 3.38377 0.88370 2.74954
33 H 2.30907 -0.40550 2.67724
34 H 1.29726 3.85992 2.37887
35 H 2.37131 3.26336 1.07126
36 H 2.94998 3.37371 2.67168
37 H 1.53443 1.57249 4.52068
38 H 0.32814 0.41821 3.84261
39 H 0.14865 2.21195 3.93225
40 H 0.56974 -1.17943 1.49386
41 H 0.34904 -1.69454 -0.22173
42 H -1.00377 -0.96656 0.61129
43 C 4.53797 4.06954 9.97715
44 C 4.26580 3.32670 11.33008
45 C 2.88406 3.54337 11.81715
46 N 2.76386 3.06947 13.33502
47 C 3.13452 1.59363 13.64889
48 C 1.26917 3.25304 13.69778
49 C 1.24184 3.49123 15.20666
50 C 2.65082 3.73127 15.68775
51 C 3.47916 3.93969 14.40736
52 H 5.54046 3.77664 9.66522
53 H 4.56299 5.15818 10.02537
54 H 3.75251 3.87095 9.24796
55 H 4.96771 3.64261 12.10186
56 H 4.51540 2.27865 11.16465
57 H 2.27760 2.89038 11.18954
58 H 2.51405 4.56777 11.85946
59 H 2.91819 0.96747 12.78331
60 H 2.66021 1.39872 14.61073
61 H 4.22432 1.60264 13.62964
62 H 0.66897 2.40693 13.36317
63 H 0.79553 4.07847 13.16635
64 H 0.75917 2.64293 15.69198
65 H 0.62026 4.32554 15.53172
66 H 3.05407 2.90411 16.27196
67 H 2.83207 4.55629 16.37667
68 H 4.56389 3.83345 14.39506
69 H 3.32545 4.94895 14.02542
70 C -7.65176 6.20857 -10.27730
71 C -6.18482 6.13554 -9.82387
72 C -5.88654 4.76151 -9.13841
73 N -4.51077 4.75960 -8.41028
74 C -4.40944 3.45281 -7.65930
75 C -4.29985 5.90613 -7.33163
76 C -3.52778 6.97460 -8.05704
77 C -2.96359 6.40974 -9.31275
78 C -3.32499 4.87878 -9.42809
79 H -8.30696 5.89005 -9.46655
80 H -7.79659 5.66816 -11.21277
81 H -7.73871 7.24967 -10.58818
82 H -5.86907 7.08171 -9.38436
83 H -5.75144 6.05834 -10.82103
84 H -6.01351 3.92162 -9.82146
85 H -6.59993 4.71283 -8.31573
86 H -4.37101 2.61838 -8.35955
87 H -5.05044 3.39858 -6.77937
88 H -3.40645 3.45034 -7.23254
89 H -3.64796 5.57509 -6.52321
90 H -5.21841 6.24211 -6.85054
91 H -2.84148 7.38073 -7.31397
92 H -4.05507 7.90255 -8.27835
93 H -1.91755 6.71527 -9.33564
94 H -3.41723 6.95857 -10.13804
95 H -2.41809 4.29824 -9.25890
96 H -3.66132 4.68776 -10.44717
97 C -2.99721 -6.83393 -3.89625
98 C -3.13781 -6.35519 -5.36398
99 C -3.89872 -7.46594 -6.14617
100 N -3.92197 -7.23426 -7.72991
101 C -4.29902 -5.71548 -7.91956
102 C -2.54668 -7.69797 -8.32149
103 C -2.87977 -9.02527 -9.03646
104 C -4.34453 -9.46173 -8.67045
105 C -4.90858 -8.11294 -8.50014
106 H -2.16002 -7.52260 -3.78240
107 H -3.93428 -7.24123 -3.51664
108 H -2.80104 -6.05272 -3.16187
109 H -2.16006 -6.18552 -5.81488
110 H -3.53647 -5.34920 -5.49497
111 H -4.93548 -7.26856 -5.87365
112 H -3.52583 -8.44647 -5.85014
113 H -4.22315 -5.48838 -8.98295
114 H -3.48946 -5.12374 -7.49229
115 H -5.23472 -5.54012 -7.38873
116 H -2.36215 -7.01044 -9.14693
117 H -1.74196 -7.55985 -7.59938
118 H -2.81294 -8.97845 -10.12340
119 H -2.24847 -9.88579 -8.81493
120 H -4.72606 -10.13545 -9.43768
121 H -4.27275 -9.97996 -7.71422
122 H -5.01485 -7.65928 -9.48553
123 H -5.90372 -8.13861 -8.05613
124 N 0.09924 -2.97754 -10.12970
125 S -0.26395 -2.03047 -11.44891
126 O 0.76993 -1.96806 -12.43803
127 O -1.23032 -0.88956 -11.21926
128 F -1.24283 -3.06292 -12.25567
129 S 0.83884 -1.97189 -9.43120
130 O 0.13344 -0.83374 -8.76593
131 O 2.26347 -1.81581 -9.79214
132 F 0.99696 -2.97996 -8.14975
133 N -6.19296 2.01689 9.29009
134 S -7.35899 1.02482 8.49047
135 O -7.92601 -0.13173 9.22492
136 O -7.07631 0.89563 7.06562
137 F -8.63154 2.02222 8.65383
138 S -5.25884 0.92673 9.36959
139 O -4.54958 0.52521 8.16917
140 O -5.46906 -0.08646 10.45903
141 F -3.97433 1.64232 10.11462
142 N 9.22476 4.77357 -0.80456
143 S 10.83192 4.39746 -0.35654
144 O 11.62000 3.73759 -1.36159
145 O 11.03722 3.99454 1.01047
146 F 11.42618 5.86802 -0.42643
147 S 8.66650 3.58639 -0.02139
148 O 7.96608 3.86955 1.25090
149 O 9.15893 2.24048 -0.24819
150 F 7.42460 3.40409 -1.02658
151 N 3.31966 -7.90150 2.77696
152 S 1.99822 -7.13776 2.89173
153 O 1.92344 -5.89421 3.73077
154 O 0.80821 -7.91879 2.71537
155 F 2.21825 -6.52201 1.42684
156 S 3.59561 -8.20680 4.44243
157 O 2.56449 -9.00549 5.07512
158 O 4.22881 -7.21336 5.35094
159 F 4.78816 -9.25022 4.25787
160 N -9.58534 -2.60596 -1.54724
161 S -8.63088 -1.50241 -1.27232
162 O -7.44602 -1.73462 -0.44515
163 O -9.24010 -0.15243 -1.33605
164 F -8.00796 -1.54180 -2.77980
165 S -10.27359 -2.73015 0.04827
166 O -10.78197 -1.52970 0.69902
167 O -9.54619 -3.72858 0.86612
168 F -11.68480 -3.39157 -0.48960
169 N 9.26277 -0.85718 8.58472
170 S 8.35196 -1.46815 7.46578
171 O 6.88612 -1.27791 7.65551
172 O 8.82268 -2.59020 6.62628
173 F 8.60490 -0.24847 6.43644
174 S 8.53653 -1.85535 9.74312
175 O 8.41476 -3.30588 9.56124
176 O 7.57049 -1.24774 10.64026
177 F 9.76109 -1.74597 10.80869
178 N 3.14277 6.68064 -3.46497
179 S 1.82840 7.06583 -2.97020
180 O 1.04921 6.01607 -2.32082
181 O 1.13463 8.20626 -3.57928
182 F 2.53398 7.73496 -1.67800
183 S 2.69476 6.04534 -4.96688
184 O 2.51341 7.08435 -5.99254
185 O 1.76314 4.96895 -5.02351
186 F 4.11030 5.37342 -5.43838
187 N -6.76019 7.24035 -1.69382
188 S -5.26368 7.34998 -0.94644
189 O -4.14906 7.10246 -1.77288
190 O -5.08651 6.98578 0.44298
191 F -5.18218 8.91920 -0.97081
192 S -7.02203 5.81778 -1.44413
193 O -8.16226 5.59435 -0.57286
194 O -5.91343 4.85984 -1.50767
195 F -7.74692 5.51413 -2.87690

Results
total charge	-3
ΔE to the lowest compared entry with this formula, charge and spin	188.6	kcal per mole
largest force on an atom	14.766	eV/A
orbital gap	4.157	eV

Atomic partial charges in e from the Löwdin method, atoms 1 to 2: atom 1 (C): 0.049, atom 2 (C): -0.388

---

(2)
Below is 4 unconnected molecules or ions with the total composition C36H80N4O13S2, with properties calculated with wB97M-V/def2-TZVPD.

Positions of all 135 atoms, in Å:
1 C 2.64338 -4.60868 1.69040
2 C 1.12951 -4.37255 1.78213
3 C 0.35566 -5.20697 0.76191
4 O -0.86720 -4.58364 0.36893
5 N -0.91206 -4.40864 -1.05975
6 C -1.48117 -5.64897 -1.58935
7 C -1.74970 -3.20632 -1.26824
8 C -3.25719 -3.43895 -1.25882
9 C -4.00300 -2.15952 -0.88169
10 C -4.10867 -1.81140 0.55073
11 O -5.23473 -2.34575 -0.18513
12 C -1.19844 -2.37279 -2.45862
13 C -2.07734 -2.20351 -3.70460
14 C -2.04605 -3.42384 -4.64453
15 C -3.39555 -3.95802 -5.13456
16 S -4.19806 -2.80889 -6.21948
17 O -3.50972 -2.83331 -7.46976
18 O -4.46774 -1.57608 -5.53712
19 O -5.59784 -3.55556 -6.40392
20 O -0.95442 -1.04356 -1.97980
21 C 0.34094 -0.63636 -1.60567
22 C 1.14780 -1.76277 -0.93769
23 C 2.42039 -1.37470 -0.21675
24 O 3.45425 -1.92952 -0.43408
25 C 1.06070 0.09511 -2.74619
26 C 1.59435 -0.76638 -3.89883
27 C 2.95565 -1.43948 -3.66948
28 C 3.80204 -1.57317 -4.93984
29 C 5.28948 -1.75670 -4.62957
30 C 5.58534 -3.03451 -3.84570
31 C 7.07867 -3.24382 -3.63624
32 O 7.33245 -4.52385 -3.08196
33 C 8.06821 -5.40722 -3.89284
34 S -0.06766 0.70725 -0.39185
35 C -0.67333 -0.12814 1.04999
36 O 1.17057 1.37174 -0.05486
37 O -1.17445 1.46376 -0.91800
38 H 2.86430 -5.61248 1.32079
39 H 3.12603 -4.48634 2.65930
40 H 3.10958 -3.90126 1.00265
41 H 0.78018 -4.60820 2.78980
42 H 0.89812 -3.31692 1.61713
43 H 0.09914 -6.17614 1.20526
44 H 0.96506 -5.39928 -0.12400
45 H -1.87997 -5.48336 -2.58705
46 H -0.69316 -6.40126 -1.66299
47 H -2.26318 -6.03466 -0.93037
48 H -1.55331 -2.60271 -0.38040
49 H -3.62995 -3.82160 -2.21089
50 H -3.52053 -4.16852 -0.48958
51 H -3.96815 -1.33650 -1.59730
52 H -3.67279 -2.52174 1.24857
53 H -4.22897 -0.77745 0.85356
54 H -0.27882 -2.86378 -2.78231
55 H -1.65708 -1.34855 -4.23644
56 H -3.09473 -1.90933 -3.45161
57 H -1.45875 -3.18031 -5.53468
58 H -1.52142 -4.25887 -4.17810
59 H -4.09259 -4.20030 -4.33281
60 H -3.24139 -4.84733 -5.74854
61 H -6.29468 -2.97382 -6.06350
62 H 1.43806 -2.49709 -1.68792
63 H 0.49816 -2.28406 -0.22989
64 H 2.37324 -0.59148 0.55273
65 H 0.32297 0.79425 -3.15056
66 H 1.87530 0.70477 -2.34566
67 H 1.70639 -0.08169 -4.74602
68 H 0.84751 -1.49945 -4.21477
69 H 3.51989 -0.85177 -2.93642
70 H 2.83035 -2.43166 -3.23238
71 H 3.47225 -2.45093 -5.50833
72 H 3.65953 -0.69970 -5.58155
73 H 5.85331 -1.77253 -5.56873
74 H 5.65589 -0.89680 -4.05646
75 H 5.11163 -2.98978 -2.86064
76 H 5.17729 -3.91108 -4.35980
77 H 7.46839 -2.49205 -2.94157
78 H 7.62158 -3.12228 -4.58184
79 H 7.86025 -5.24711 -4.95697
80 H 9.14572 -5.29794 -3.72369
81 H 7.77959 -6.42825 -3.63958
82 H -0.60397 0.59785 1.85849
83 H -0.10480 -1.01993 1.29910
84 H -1.71815 -0.37450 0.85664
85 C -3.68531 4.48834 2.29199
86 O -4.39235 3.45678 2.95579
87 C -5.45472 2.87224 2.22614
88 C -5.02219 1.75528 1.26921
89 C -4.33786 2.25812 0.00478
90 N -4.15165 0.77183 1.92695
91 H -4.35145 5.08838 1.66500
92 H -2.87013 4.10062 1.67686
93 H -3.25829 5.12951 3.06200
94 H -6.12383 2.44608 2.97840
95 H -6.01342 3.64833 1.68691
96 H -5.93713 1.23116 0.97427
97 H -3.31788 2.58606 0.20225
98 H -4.26905 1.45824 -0.73208
99 H -4.88717 3.08807 -0.44346
100 H -4.64346 0.35682 2.71311
101 H -3.37671 1.28090 2.34411
102 C 6.68407 3.91282 2.55168
103 O 5.80810 3.86375 3.65952
104 C 4.46231 4.20620 3.39125
105 C 3.60327 3.05509 2.85528
106 C 3.86041 2.71278 1.39301
107 N 3.72524 1.83646 3.66116
108 H 6.41576 4.72787 1.87185
109 H 6.69399 2.97559 1.98981
110 H 7.68629 4.09410 2.93864
111 H 4.04954 4.52852 4.35092
112 H 4.42306 5.06584 2.70866
113 H 2.56394 3.39092 2.93644
114 H 4.79862 2.16944 1.26753
115 H 3.05915 2.07958 1.01999
116 H 3.89978 3.61297 0.77626
117 H 3.44474 2.02986 4.61775
118 H 4.71060 1.59527 3.72127
119 C -4.27785 5.62415 5.87198
120 O -4.68494 6.97734 5.93860
121 C -4.17388 7.71696 7.02868
122 C -2.77789 8.31030 6.80050
123 C -1.64892 7.28966 6.89374
124 N -2.66720 9.02800 5.52926
125 H -4.18119 5.18966 6.87207
126 H -3.32846 5.51091 5.34316
127 H -5.03989 5.07542 5.32051
128 H -4.87638 8.54139 7.17583
129 H -4.18862 7.10288 7.93943
130 H -2.62725 9.04391 7.59917
131 H -1.60815 6.65982 6.00454
132 H -0.69074 7.80177 6.97312
133 H -1.76758 6.64399 7.76583
134 H -3.33762 9.78996 5.50513
135 H -2.95818 8.39966 4.78544

Results
SMILES	CCCON(C)[C@H](C[C@@H]1CO1)[C@@H](CCCS(=O)(=O)O)O[C@@](CC=O)(CCCCCCCOC)S(C)(=O)=O.COC[C@@H](C)N.COC[C@@H](C)N.COC[C@@H](C)N
ΔE to the lowest compared entry with this formula, charge and spin	0.0	kcal per mole
largest force on an atom	1.109	eV/A
orbital gap	9.446	eV

Atomic partial charges in e from the Löwdin method, atoms 1 to 2: atom 1 (C): -0.087, atom 2 (C): -0.215